# 1
The following is a quantum chemistry calculation of a cluster of 2 separate species, C4H15N2O in total in a non-equilibrium geometry, from the OMol25 dataset.

Geometry as ORCA input:
```
! wB97M-V def2-TZVPD RIJCOSX def2/J DEFGRID3
* xyz 2 2
O 0.1481 -3.0294 1.8801
N -2.1400 0.4693 0.5649
N 0.6682 -0.5079 0.6900
C -0.1046 1.4418 -0.5978
C 2.0564 0.2363 -1.2055
C 0.6406 0.0837 -0.7151
C -1.6523 1.3514 -0.5559
H 0.3566 2.1171 0.1522
H 0.8305 0.2507 1.3543
H -2.1697 1.1280 1.3784
H 2.5669 0.8567 -0.4836
H -3.1422 0.2097 0.4878
H -0.0778 -0.4983 -1.3268
H 1.4520 -1.1469 0.8707
H 2.5677 -0.7019 -1.4387
H 2.0792 0.7673 -2.1714
H -2.1165 2.3500 -0.4521
H 0.0111 1.9998 -1.5384
H -2.0218 0.8531 -1.4784
H 0.5678 -3.5594 1.1957
H -0.2182 -0.9577 0.9891
H -0.3019 -3.7132 2.4002
*
```

## Properties
E_HOMO (alpha / beta) in eV: -18.9 / -18.9
E in eV: -9399.29092
Lowest unoccupied orbital energy (alpha / beta) in eV: -7.22 / -13.62
Relative energy (zero: lowest compared OMol25 entry of this formula, charge and spin) in kcal per mole: 37.2
⟨S²⟩: 0.754

---

# 2
The following is a quantum chemistry calculation of a cluster of 2 separate species, C6H12N2O6P in total in a non-equilibrium geometry, from the OMol25 dataset.

Geometry as ORCA input:
```
! wB97M-V def2-TZVPD RIJCOSX def2/J DEFGRID3
* xyz -1 1
P 0.8392 -0.3224 0.1860
O -2.7077 1.2286 -1.3095
O 0.2566 0.8220 0.9209
O -2.4264 -2.8819 0.5371
O 1.8718 -1.1827 1.1540
O 2.0772 0.2907 -0.8169
O -2.6947 1.0574 0.9399
N -3.0011 -0.7731 -0.2757
N -0.1205 -1.2811 -0.6372
C 1.5848 1.1957 -1.7569
C 2.7377 -0.4562 1.9805
C 0.4710 -2.4063 -1.3160
C -2.2634 2.4024 1.0851
C -2.5459 -1.7898 0.1802
C -2.7319 0.5804 -0.3029
H 0.5925 0.8906 -2.1069
H -2.6472 3.0167 0.2689
H 3.7060 -0.3156 1.4894
H 0.9258 -3.1312 -0.6318
H 1.2469 -2.1051 -2.0354
H 1.4971 2.2000 -1.3243
H 2.2851 1.2247 -2.5989
H 2.8791 -1.0207 2.9078
H -2.6447 2.7463 2.0456
H -1.1719 2.4012 1.0778
H 2.3108 0.5243 2.2092
H -0.3260 -2.9149 -1.8700
*
```

## Properties
E_HOMO in eV: -4.4
E in eV: -30974.08492
Lowest unoccupied orbital energy in eV: 3.59
Relative energy (zero: lowest compared OMol25 entry of this formula, charge and spin) in kcal per mole: 0.0

---

# 3
The following is a quantum chemistry calculation of a cluster of 2 separate species, C3H6BrFO in total in a non-equilibrium geometry, from the OMol25 dataset.

Geometry as ORCA input:
```
! wB97M-V def2-TZVPD RIJCOSX def2/J DEFGRID3
* xyz 0 1
Br -3.2065 -0.1884 0.4837
F -1.0624 1.7734 -0.4078
O -0.0882 -0.5804 -1.5012
C 0.0266 -0.4159 -0.1461
C -0.7455 0.8421 0.3930
C 1.5161 -0.1609 0.2148
H -0.4248 -1.3517 0.4189
H 1.9325 -1.1099 0.4425
H 1.5020 0.3930 1.1165
H -1.0187 -0.7561 -1.8896
H -0.4383 1.1575 1.4176
H 2.0071 0.3973 -0.5423
*
```

## Properties
E_HOMO in eV: -9.4
E in eV: -78013.57750
Lowest unoccupied orbital energy in eV: -1.20
Relative energy (zero: lowest compared OMol25 entry of this formula, charge and spin) in kcal per mole: 37.0

---

# 4
The following is a quantum chemistry calculation of a cluster of 6 separate species, C43H41F9N9O10 in total in a non-equilibrium geometry, from the OMol25 dataset.

Geometry as ORCA input:
```
! wB97M-V def2-TZVPD RIJCOSX def2/J DEFGRID3
* xyz 1 1
F 2.1242 2.7644 -4.6470
F 3.2074 0.5400 -3.8609
F 3.7595 1.3122 -1.9332
F 2.9346 5.0910 -3.0900
F 4.0092 3.8365 -0.9151
F 2.3190 5.1075 -0.5727
F 4.0876 3.0515 -3.8354
F 2.0435 2.9754 -0.4519
F 1.0140 4.2147 -2.7004
O 4.1805 -7.3939 4.4281
O 0.3932 -2.9579 0.6552
O 3.5552 0.3516 3.0223
O -5.2661 1.8538 -5.4998
O 2.7952 -6.4883 3.0548
O -0.3474 9.7046 4.9302
O 1.8180 1.6096 2.8265
O -1.6457 -3.6206 0.5452
O 0.6166 11.0605 3.5661
O -4.3671 3.2042 -6.9072
N -4.7924 2.1163 -6.5960
N 0.1555 9.9779 3.8598
N -3.2504 1.1195 -0.8425
N -0.9525 -0.1128 -1.6610
N -4.0227 -0.0857 -2.7693
N 3.0746 -7.0080 4.1212
N 2.5719 0.9060 3.4739
N -4.4595 2.2175 -2.5655
N -0.4547 -3.8396 0.5679
C 0.7084 -6.7850 4.7551
C 1.2415 -7.9285 7.2339
C -0.2509 6.6699 2.1858
C 2.2718 -7.7484 6.3253
C -0.3232 7.6747 3.1369
C -5.2325 -0.2096 -7.2711
C 1.3605 -5.4914 0.5233
C 1.4603 0.8462 -2.4005
C -0.3169 -6.9707 5.6677
C -0.9353 -6.2366 0.3404
C -0.0515 -7.5440 6.9047
C 0.1529 -0.6669 -1.1689
C -5.1549 -1.2251 -8.2093
C 2.8172 2.8006 -3.4957
C 1.9896 -7.1819 5.0956
C 3.1240 -0.0635 5.6649
C -4.0889 0.2791 -9.7594
C 1.1422 1.3006 5.4370
C 1.6941 0.3162 7.5582
C -4.1649 1.3011 -8.8278
C 2.8057 1.3796 -2.8618
C 0.8812 8.1677 0.6791
C 0.8661 -7.8262 0.2715
C 0.2126 8.9149 2.8440
C 2.2727 0.7120 4.8979
C -2.1754 1.5114 -3.0595
C 0.3539 6.9146 0.9600
C 2.3380 3.9888 -2.6096
C 1.7909 -6.8023 0.4197
C 2.8295 -0.2599 7.0040
C -4.7316 1.0406 -7.5924
C 0.8101 9.1781 1.6251
C -4.5803 -0.9825 -9.4504
C -3.4509 1.1551 -2.2756
C -0.4957 -7.5437 0.2347
C 1.3771 -0.2213 -1.5158
C 0.0029 -5.2251 0.4782
C -0.9107 0.8989 -2.5065
C 2.7067 3.9306 -1.1017
C 3.0033 -0.2596 0.4027
C 2.5439 -0.9570 -0.9184
C 0.2924 1.3718 -2.8760
C 0.8534 1.0974 6.7761
H 2.3343 -2.0046 -0.7267
H 2.1900 0.3981 0.7057
H -0.7908 7.4848 4.0919
H 2.0819 -4.6959 0.6381
H -2.0317 2.5887 -3.0792
H -4.0424 3.1388 -2.5446
H -1.8505 -0.5064 -1.3728
H -1.3246 -6.6710 5.4139
H 1.4462 -8.3723 8.1983
H -4.1689 0.9777 -0.4378
H -1.2130 -8.3447 0.1210
H 3.8659 0.3784 0.2564
H -5.5405 -2.2073 -7.9729
H -0.0291 1.5464 7.2105
H 3.1420 -0.9631 1.2102
H 2.8468 -7.0256 0.4529
H 0.4887 1.9087 4.8291
H -3.9446 -0.0845 -3.7807
H -0.8554 -7.6928 7.6138
H -3.6441 0.4658 -10.7269
H 4.0062 -0.5134 5.2336
H -2.2661 1.1856 -4.0965
H 0.2950 2.1776 -3.5921
H 3.3642 -0.9119 -1.6308
H 1.3510 8.3573 -0.2766
H -4.5152 -1.7796 -10.1792
H 1.2060 -8.8498 0.1841
H 1.4632 0.1555 8.6031
H -5.6790 -0.3992 -6.3059
H -4.9207 2.0385 -3.4488
H 0.4141 6.1276 0.2236
H -2.8949 2.0020 -0.4950
H 1.2200 10.1535 1.4078
H 3.4844 -0.8649 7.6157
H -5.0237 -0.0796 -2.5952
H 3.2772 -8.0503 6.5801
H -1.9927 -6.0169 0.3123
H -0.6633 5.6935 2.4022
H 0.0549 -1.5167 -0.4905
H -3.7834 2.2825 -9.0689
H 0.5026 -6.3393 3.7922
*
```

## Properties
E_HOMO in eV: -11.5
E in eV: -103581.03842
Lowest unoccupied orbital energy in eV: -3.40

---

# 5
The following is a quantum chemistry calculation of a cluster of 2 separate species, C4H8O3 in total in a non-equilibrium geometry, from the OMol25 dataset.

Geometry as ORCA input:
```
! wB97M-V def2-TZVPD RIJCOSX def2/J DEFGRID3
* xyz 0 1
O 1.7968 -0.4269 -0.5752
O -2.7149 2.8334 0.1563
O 2.2063 -3.4515 -0.8404
C -0.7666 1.4800 0.4006
C -0.3613 0.0365 0.3335
C -2.2278 1.7371 0.0762
C 1.1297 -0.1693 0.3952
H 2.4858 -2.5169 -0.7928
H -0.2363 2.1070 -0.3294
H -2.8546 0.9040 -0.2685
H 1.5990 0.0453 1.3739
H -0.6726 -0.3641 -0.6364
H -0.8346 -0.5355 1.1383
H -0.5400 2.0092 1.3265
H 1.9911 -3.6884 -1.7580
*
```

## Properties
E_HOMO in eV: -10.2
E in eV: -10419.24250
Lowest unoccupied orbital energy in eV: 0.66
SMILES: O=CCCC=O.O
Relative energy (zero: lowest compared OMol25 entry of this formula, charge and spin) in kcal per mole: 40.6

---

# 6
The following is a quantum chemistry calculation of a structure of composition C28H17Cl5MnN6O in a non-equilibrium geometry, from the OMol25 dataset.

Geometry as ORCA input:
```
! wB97M-V def2-TZVPD RIJCOSX def2/J DEFGRID3
* xyz 0 2
Mn -0.3190 -0.7199 -0.1223
Cl -2.8808 -0.8399 0.7215
Cl 0.6170 0.8884 5.5598
Cl -4.2287 -0.4358 3.5594
Cl -2.4424 0.4683 5.9819
Cl 1.9005 0.4053 2.7560
O 2.6360 0.0353 -2.8367
N -0.7106 1.2662 -0.6027
N 1.3112 0.0317 -0.9353
N -0.2692 -4.2474 2.2033
N -0.0193 -2.6104 0.7612
N -3.3882 -8.6877 6.2412
N -0.2916 -1.7114 -1.9475
C 0.1731 0.2457 2.9524
C -2.8568 -7.9317 5.5590
C -1.7433 0.2497 4.4232
C -2.1141 3.1676 -0.2305
C -1.0051 3.9415 0.0923
C 1.1330 -2.1894 -3.8045
C -2.0937 -4.8101 3.6922
C 0.3581 2.0333 -0.3522
C 0.8340 -1.4939 -2.6434
C 1.7255 -0.3915 -2.1263
C -1.1424 -2.6450 -2.3793
C -2.5453 -0.1331 3.3502
C 0.2409 -3.1442 -4.2541
C -1.0054 -7.3454 4.0671
C 1.2151 -2.9339 1.2825
C -0.3725 0.4374 4.2231
C -0.5878 -0.0941 1.8442
C 1.0780 -3.9485 2.1742
C 0.2462 3.3672 0.0226
C -0.9208 -3.3774 -3.5295
C 1.6802 1.3519 -0.5399
C -0.9189 -5.1809 3.0512
C -2.7379 -5.7199 4.5115
C -2.1923 -6.9866 4.7012
C -0.3711 -6.4429 3.2328
C -0.8824 -3.4142 1.3285
C -1.9180 1.8435 -0.5621
C -1.9287 -0.2754 2.1168
H 2.0544 -1.9507 -4.3165
H -0.5927 -8.3328 4.2196
H -3.1138 3.5770 -0.2133
H 0.4436 -3.7050 -5.1574
H -1.9450 -3.4333 1.1552
H -2.7600 1.2071 -0.7954
H 1.7849 -4.4526 2.8083
H -2.4883 -3.8102 3.5672
H 1.1419 3.9329 0.2436
H 0.5366 -6.7180 2.7130
H 2.2432 1.8563 -1.3315
H 2.1002 -2.3900 1.0008
H -2.0306 -2.7947 -1.7759
H 2.2824 1.4008 0.3735
H -1.6463 -4.1122 -3.8489
H -3.6523 -5.4453 5.0186
H -1.1205 4.9779 0.3826
*
```

## Properties
E_HOMO (alpha / beta) in eV: -7.6 / -7.2
E in eV: -134232.74523
Lowest unoccupied orbital energy (alpha / beta) in eV: -0.33 / -0.33
⟨S²⟩: 0.812

---

# 7
The following is a quantum chemistry calculation of a cluster of 6 separate species, C26H52ClFNO11P in total in a non-equilibrium geometry, from the OMol25 dataset.

Geometry as ORCA input:
```
! wB97M-V def2-TZVPD RIJCOSX def2/J DEFGRID3
* xyz 0 1
Cl -2.8028 -4.5095 2.8791
P -3.3853 -2.5320 2.6923
F -5.4137 -2.7949 1.0276
O 4.5847 1.0567 -0.5413
O 4.6903 -2.3215 -2.9337
O -3.0755 5.3535 -2.5087
O 3.2704 2.6605 0.1756
O 0.3793 -1.6203 -0.3048
O 6.0229 -3.9505 -2.3111
O -3.5192 -3.4815 5.7782
O 1.4416 -1.1988 1.5731
O -1.7640 2.0560 1.8275
O -3.2268 3.5330 2.5334
O -4.6957 4.5682 -1.2438
N -3.3286 -1.8323 4.2750
C 4.1555 2.3320 -0.5676
C 0.2857 -3.4423 -1.9199
C 0.6303 1.9767 1.3178
C 2.7712 -2.2172 -0.1038
C 5.4529 -3.1929 -3.2620
C -1.6681 4.3503 0.9409
C -2.8295 -2.6704 5.2991
C -2.7985 -0.4598 4.2640
C -0.7699 1.5881 0.9012
C 0.3678 -1.9467 -1.6952
C 5.8330 -3.4000 -4.7106
C 6.8161 -5.1103 -2.5860
C -4.2238 5.4256 -2.1663
C -7.2657 -1.2509 2.2628
C -1.4164 -2.5440 5.8019
C 6.9404 0.7865 -1.1094
C -7.0619 4.0377 -1.5027
C -5.1703 6.4173 -2.8058
C -2.2931 3.2852 1.8105
C -5.9556 -1.5344 2.9733
C 1.4965 -1.6235 0.4520
C -5.9888 4.6719 -0.6418
C 8.2558 -4.7487 -2.8868
C -5.2230 -2.7146 2.3600
C 4.8311 3.3282 -1.4837
C 5.5015 0.5010 -1.4901
H 5.3245 -0.5710 -1.4701
H 0.2174 -3.6650 -2.9855
H -0.5924 -3.8501 -1.4184
H 7.1536 1.8562 -1.1027
H -5.5296 6.0019 -3.7463
H -0.8464 -3.4335 5.5867
H -1.1483 3.9638 0.0685
H -0.9026 -1.6692 5.4313
H 8.8523 -5.6493 -3.0329
H 0.8407 1.6080 2.3221
H 5.5868 3.8692 -0.9158
H -7.1588 4.5419 -2.4647
H 4.0800 4.0326 -1.8331
H 6.7718 -5.7089 -1.6780
H 5.2926 2.8856 -2.3635
H -1.0085 1.9151 -0.1131
H 5.2619 0.8352 -2.5008
H -3.3486 0.1293 3.5544
H 6.1722 -4.4060 -4.9448
H -7.7052 -0.3620 2.6988
H -5.5656 -3.6158 2.8584
H -7.1121 -1.0538 1.2149
H 1.1574 -3.9577 -1.5159
H 1.3585 1.5577 0.6357
H 6.3619 -5.7087 -3.3768
H -8.0270 4.0744 -0.9969
H 2.8502 -2.1884 -1.1876
H -0.8610 0.5027 0.9105
H 8.6803 -4.1766 -2.0618
H -1.7416 -0.3753 4.0247
H -0.5252 -1.4682 -2.0954
H -5.3376 -0.6444 2.8688
H -6.2149 5.7092 -0.3898
H -5.9090 4.1323 0.3004
H -2.9528 -0.0443 5.2479
H 7.6229 0.3049 -1.8109
H -0.9756 4.9378 1.5427
H -6.8124 2.9965 -1.7079
H -7.9613 -2.0763 2.3260
H -6.0215 6.6875 -2.1852
H -4.6180 7.3311 -3.0111
H 4.9568 -3.2044 -5.3240
H 0.7608 3.0588 1.3378
H 2.8524 -3.2500 0.2339
H 8.3386 -4.1331 -3.7828
H -2.4598 4.9981 0.5725
H 3.6087 -1.6473 0.2918
H -6.1084 -1.6965 4.0287
H -1.4892 -2.4341 6.8728
H 7.1451 0.4118 -0.1062
H 6.6146 -2.6881 -4.9729
H 1.2207 -1.4953 -2.2052
*
```

## Properties
E_HOMO in eV: -8.2
E in eV: -76347.35216
Lowest unoccupied orbital energy in eV: 0.30
SMILES: CC[C@@H](F)P(Cl)N(C)C(C)=O.CCOC(C)=O.CCOC(C)=O.CCOC(C)=O.CCOC(C)=O.CCOC(C)=O
Relative energy (zero: lowest compared OMol25 entry of this formula, charge and spin) in kcal per mole: 19.7

---

# 8
The following is a quantum chemistry calculation of the molecule C2HF2N in a non-equilibrium geometry, from the OMol25 dataset.

Geometry as ORCA input:
```
! wB97M-V def2-TZVPD RIJCOSX def2/J DEFGRID3
* xyz 0 1
F 0.9251 1.1784 -0.4427
F 1.0226 -1.0050 -0.5509
N -2.0802 0.1306 -0.5176
C -0.9823 -0.2109 0.0368
C 0.5273 0.0707 0.1347
H 0.5875 -0.1638 1.3397
*
```

## Properties
E_HOMO in eV: -12.1
E in eV: -9012.44720
Lowest unoccupied orbital energy in eV: -0.30
SMILES: N#CC(F)F
Relative energy (zero: lowest compared OMol25 entry of this formula, charge and spin) in kcal per mole: 41.4

---

Q: Which of these has the lowest E?
A: C28H17Cl5MnN6O

---

Q: Look up the E of the first one.
A: -9399.29092 eV

---

Q: Look up the E of the fifth one.
A: -10419.24250 eV